Computed, not measured: a 13-piece molecular cluster, C64H165N15O22 overall, with ωB97M-V/def2-TZVPD.

## Properties
ΔE to the lowest compared entry with this formula, charge and spin (kcal/mol): 69.1
HOMO (eV): -7.399
Frontier orbital gap (eV): 7.69

```
266
C64H165N15O22 (ωB97M-V/def2-TZVPD)
C 15.7822 14.6181 21.9434
O 14.8682 14.8281 22.7399
N 16.2679 15.4580 21.0608
N 16.2708 13.4485 21.9355
H 16.0728 16.4283 21.2624
H 17.0458 15.1814 20.4791
H 15.9956 12.8086 22.6668
H 16.9690 13.1414 21.2734
C 16.8604 18.4197 27.5591
O 15.7755 17.8834 27.3481
N 16.8239 19.6033 27.9029
N 18.1124 18.0425 27.5258
H 17.7269 19.9764 28.1590
H 15.9520 20.0499 28.1485
H 18.8353 18.6968 27.7894
H 18.3378 17.0943 27.2609
C 21.0600 9.1346 24.8518
C 20.1803 10.1887 25.4739
C 19.2753 10.7783 24.3084
O 20.0423 11.6796 23.5693
C 19.4104 12.3116 22.5138
N 19.4260 9.4915 26.5028
H 21.5857 9.4312 23.9442
H 20.5201 8.2473 24.5210
H 21.7539 8.7228 25.5845
H 20.7990 10.9784 25.9001
H 18.4857 11.3986 24.7324
H 18.8169 10.1020 23.5869
H 20.1946 12.8533 21.9850
H 18.6623 13.0117 22.8857
H 18.9399 11.6168 21.8181
H 18.8436 8.8059 26.0434
H 18.8175 10.1225 27.0045
C 21.3628 16.8325 15.3847
C 21.2915 18.1668 16.1092
C 22.5628 19.0179 16.0386
O 22.3535 20.1458 16.9715
C 23.5856 20.8427 17.1358
N 20.1976 18.9224 15.5594
H 20.3672 16.4249 15.2096
H 21.8924 16.0703 15.9563
H 21.8330 16.9982 14.4153
H 21.0225 17.8311 17.1108
H 22.9290 19.4526 15.1086
H 23.4095 18.4294 16.3920
H 23.5525 21.7080 17.7980
H 23.8861 21.3110 16.1986
H 24.4192 20.2264 17.4726
H 20.4636 19.1196 14.6052
H 20.1258 19.8559 15.9381
C 12.7230 19.2421 21.6770
O 12.1488 17.9562 21.9711
C 11.6168 17.2862 20.8971
C 12.4307 17.0246 19.5681
N 13.4369 15.9492 19.6190
C 12.8625 14.5662 19.8699
C 11.9943 14.1208 18.6821
O 11.6786 12.7522 18.8958
C 10.5116 12.2149 18.2402
H 12.9340 19.6262 22.6750
H 12.0655 19.9960 21.2442
H 13.6750 19.1170 21.1610
H 10.7859 17.9379 20.6268
H 11.1005 16.3884 21.2371
H 12.7592 18.0195 19.2672
H 11.7738 16.7866 18.7316
H 14.0824 16.2522 20.3343
H 12.4292 14.5570 20.8700
H 13.8161 14.0518 19.9883
H 12.6353 14.2169 17.8058
H 11.0895 14.7083 18.5261
H 10.1495 11.4370 18.9123
H 10.6786 11.8529 17.2257
H 9.7862 13.0215 18.1335
C 25.0388 19.7466 27.2329
O 24.2086 19.7261 26.1012
C 23.2391 20.8342 26.0230
C 22.2921 20.4102 24.8527
N 22.9881 20.2749 23.6067
C 22.1512 19.8364 22.5153
C 22.8274 19.8812 21.1364
O 23.6871 18.7852 21.2154
C 24.6843 18.7328 20.2343
H 24.2996 19.8370 28.0289
H 25.6679 20.6253 27.0910
H 25.5091 18.7637 27.2598
H 23.7583 21.7214 25.6604
H 22.6648 21.0829 26.9154
H 21.4618 21.1153 24.8136
H 21.7780 19.4974 25.1535
H 23.6760 19.5456 23.7288
H 21.3071 20.5251 22.4802
H 21.6295 18.9100 22.7556
H 23.3722 20.8250 21.1131
H 22.2084 19.8903 20.2393
H 25.2736 17.8237 20.3540
H 25.4273 19.5160 20.3844
H 24.3523 18.7719 19.1968
C 15.8116 22.1855 25.1647
O 15.4709 22.4300 23.8018
C 16.3696 23.2816 23.1106
C 15.6849 23.7167 21.8120
N 16.0879 22.8042 20.6939
C 15.3102 23.0800 19.5034
C 15.4385 21.9898 18.4702
O 14.9767 20.7446 18.9904
C 15.0941 19.6739 18.0291
H 16.7280 21.6320 25.3697
H 15.0329 21.5500 25.5866
H 15.8808 23.1451 25.6769
H 17.2892 22.7124 22.9744
H 16.6400 24.1762 23.6714
H 15.9986 24.7419 21.6154
H 14.6149 23.7664 22.0136
H 15.9436 21.8288 20.9128
H 15.6278 24.0146 19.0412
H 14.2744 23.1969 19.8218
H 16.4611 21.7913 18.1492
H 14.9956 22.4076 17.5661
H 14.8795 18.7913 18.6316
H 16.0622 19.4898 17.5632
H 14.3719 19.7218 17.2141
C 15.1589 18.1382 23.8983
O 15.9232 18.1568 22.7317
C 16.4830 19.5101 22.5513
C 17.1786 19.5106 21.1861
N 18.5833 19.1129 21.3267
C 19.1310 18.8736 19.9518
C 18.6514 17.5844 19.2489
O 18.9545 16.3896 19.9797
C 20.3293 16.1329 20.0358
H 14.5871 17.2128 23.9678
H 14.4602 18.9589 24.0611
H 15.7860 18.2572 24.7819
H 17.2128 19.6475 23.3492
H 15.6838 20.2509 22.5777
H 17.1838 20.5141 20.7606
H 16.6604 18.8349 20.5057
H 18.7224 18.3128 21.9270
H 20.2182 18.8871 20.0295
H 18.9798 19.7640 19.3416
H 19.1469 17.5007 18.2817
H 17.5779 17.5709 19.0602
H 20.4870 15.1856 20.5514
H 20.8056 16.9262 20.6119
H 20.6867 16.0795 19.0074
C 22.6428 15.8207 22.6354
O 23.2110 15.4726 23.9113
C 23.7917 16.6096 24.5048
C 24.4763 16.1696 25.7826
N 23.6870 15.5238 26.8454
C 22.5198 16.3229 27.1760
C 21.6426 15.5293 28.1406
O 20.4636 16.4039 28.4276
C 19.6358 15.7983 29.4267
H 23.3440 16.1588 21.8725
H 21.9951 16.6939 22.7148
H 22.1022 15.0042 22.1567
H 23.0502 17.4083 24.5268
H 24.6080 17.0411 23.9256
H 25.0546 17.0420 26.0868
H 25.1863 15.3949 25.4929
H 23.3000 14.6542 26.5075
H 21.9053 16.6279 26.3290
H 22.8402 17.2842 27.5777
H 22.1156 15.2236 29.0738
H 21.2144 14.6268 27.7046
H 19.3507 14.7734 29.1896
H 18.7504 16.4025 29.6247
H 20.1817 15.8002 30.3702
C 22.4902 13.8318 13.3495
O 23.1753 13.5899 14.5855
C 24.5522 13.3752 14.4604
C 25.1043 12.8770 15.8168
N 24.8310 13.7256 16.9614
C 25.3488 13.2070 18.2163
C 24.5216 12.0700 18.8567
O 23.0989 12.3129 18.7787
C 22.6825 13.2696 19.6492
H 22.9311 14.7089 12.8756
H 21.4183 14.0048 13.4452
H 22.6554 12.9640 12.7110
H 25.0735 14.2523 14.0769
H 24.7589 12.6304 13.6919
H 26.1538 12.6673 15.6098
H 24.7196 11.8776 16.0203
H 23.8242 13.7852 17.0162
H 25.1792 14.0410 18.8972
H 26.4146 12.9996 18.1210
H 24.8536 11.6914 19.8234
H 24.6172 11.2099 18.1939
H 23.0598 12.9944 20.6341
H 21.5932 13.3011 19.6255
H 23.0418 14.2747 19.4285
C 15.0974 19.6395 11.1546
O 14.1418 20.3600 11.9707
C 14.1361 21.7531 11.7492
C 15.3182 22.5854 12.2897
N 15.4159 22.5273 13.7518
C 16.7589 23.0673 14.1451
C 17.1262 22.7043 15.5857
O 18.5377 22.9377 15.6818
C 19.0621 22.7122 16.9908
H 14.9820 18.5584 11.2320
H 16.1125 19.9372 11.4174
H 14.8037 19.8358 10.1234
H 13.2341 22.0950 12.2567
H 13.9554 21.9953 10.7019
H 15.1970 23.5475 11.7921
H 16.2884 22.2621 11.9127
H 14.6643 23.1133 14.0862
H 16.6261 24.1422 14.0225
H 17.6191 22.7719 13.5444
H 16.8758 21.6520 15.7199
H 16.5214 23.3245 16.2473
H 19.0725 21.6616 17.2812
H 18.6082 23.3515 17.7480
H 20.0737 23.1020 17.1043
C 15.8930 11.2402 24.1082
O 16.2855 12.5069 24.6026
C 15.5372 12.9438 25.7428
C 15.8989 14.4282 26.1382
N 17.1439 14.5782 26.9485
C 18.3547 13.9777 26.3421
C 18.7519 14.7506 25.0766
O 19.1554 16.0630 25.4931
C 19.0895 17.0018 24.3758
H 16.0916 10.5387 24.9185
H 16.4592 11.0490 23.1966
H 14.8106 11.2322 23.9800
H 15.7366 12.3327 26.6231
H 14.4988 12.8829 25.4172
H 15.0651 14.8780 26.6772
H 15.9712 15.1010 25.2836
H 17.2633 15.5695 26.7961
H 18.2711 12.9012 26.1933
H 19.1164 14.0980 27.1125
H 17.9134 14.7424 24.3803
H 19.6869 14.2855 24.7641
H 19.9766 16.8826 23.7537
H 19.1500 18.0217 24.7556
H 18.1689 16.8232 23.8201
C 9.8691 18.8615 27.3011
O 10.4008 18.6435 26.0058
C 11.7798 18.6127 25.7790
C 12.3959 17.2316 26.0745
N 11.8463 16.2615 25.1756
C 12.2454 14.8162 25.1670
C 11.7543 14.1048 23.8918
O 10.4239 13.7471 24.0300
C 9.9126 12.8542 23.0826
H 10.3415 18.2503 28.0700
H 8.8049 18.6489 27.1995
H 9.9286 19.9395 27.4513
H 12.4005 19.3234 26.3246
H 11.9724 19.0131 24.7837
H 12.0704 16.8120 27.0264
H 13.4825 17.2669 26.1530
H 11.9319 16.6523 24.2482
H 11.7812 14.2305 25.9604
H 13.3274 14.6896 25.1302
H 12.3002 13.1972 23.6348
H 11.9288 14.8138 23.0825
H 10.0822 13.2901 22.0981
H 8.8584 12.6002 23.1941
H 10.4675 11.9160 23.0775
```

Atomic partial charges in e from the Mulliken method, atoms 1 to 2:
1. C 0.182
2. O 0.183